*i*
DFT (the ωB97M-V functional and the def2-TZVPD basis) results for a molecular structure, C33H36CuF3N2OSb.

Results
LUMO level (spin up / spin down)	0.6 / -0.7	eV
2S+1	2
⟨S²⟩	0.75
charge	0
gap between HOMO and LUMO (spin up / spin down)	8.839 / 7.678	eV

```
77
C33H36CuF3N2OSb (the ωB97M-V functional and the def2-TZVPD basis)
Cu -1.18 -0.06 -0.09
F 7.45 -1.51 1.15
C 6.30 -0.83 0.84
C 5.88 0.12 1.74
C 4.64 0.69 1.55
C 3.83 0.38 0.42
C 4.40 -0.48 -0.53
C 5.61 -1.13 -0.30
Sb 1.89 1.33 0.15
C 2.60 2.51 -1.51
C 3.95 2.90 -1.67
C 4.37 3.69 -2.68
C 3.43 4.24 -3.51
F 3.81 5.27 -4.38
C 2.10 3.88 -3.51
C 1.72 3.04 -2.46
C 2.26 2.71 1.74
C 2.87 3.94 1.53
C 3.18 4.71 2.63
C 2.80 4.32 3.84
F 3.19 5.02 4.95
C 2.25 3.07 4.10
C 1.95 2.26 3.01
H 6.53 0.49 2.57
H 4.34 1.43 2.30
H 3.90 -0.70 -1.50
H 6.04 -1.73 -1.09
H 4.63 2.62 -0.84
H 5.40 4.02 -2.71
H 1.35 4.43 -4.13
H 0.64 2.99 -2.46
H 3.19 4.24 0.53
H 3.67 5.65 2.44
H 2.14 2.67 5.12
H 1.49 1.22 3.07
C -7.64 -2.67 0.55
C -6.09 -2.69 0.65
C -5.47 -4.01 0.07
C -5.64 -2.36 2.07
C -5.67 -1.58 -0.18
N -5.36 -0.65 -0.82
H -8.10 -3.35 1.24
H -7.97 -2.87 -0.47
H -7.95 -1.65 0.90
H -5.82 -4.83 0.69
H -4.40 -3.94 0.00
H -5.83 -4.23 -0.94
H -5.92 -3.11 2.80
H -6.06 -1.35 2.31
H -4.59 -2.30 2.09
C -2.30 2.57 -0.83
O -1.28 1.66 -0.46
H -3.18 2.72 -0.13
H -2.71 2.32 -1.84
H -1.90 3.59 -0.94
C -2.20 -1.09 -2.53
N -0.82 -1.01 -1.98
C 0.00 -0.22 -2.82
C -0.23 -2.42 -1.68
C -0.62 -2.86 -0.32
C -0.50 -4.19 0.07
C -0.68 -4.51 1.39
C -1.09 -3.53 2.32
C -1.38 -2.25 1.88
C -1.08 -1.89 0.58
H -2.51 -0.14 -2.99
H -2.87 -1.35 -1.71
H -2.31 -1.83 -3.36
H -0.47 0.80 -2.85
H 0.06 -0.60 -3.86
H 0.98 -0.26 -2.28
H 0.83 -2.32 -1.76
H -0.64 -3.17 -2.39
H -0.08 -5.05 -0.57
H -0.44 -5.45 1.84
H -1.07 -3.80 3.35
H -1.59 -1.51 2.60
```

Atomic partial charges in e from the Mulliken method, atoms 1 to 2: -0.99, -0.33

---

*ii*
DFT (the ωB97M-V functional and the def2-TZVPD basis) results for a molecular structure, C33H36CuF3N2OSb.

Results
LUMO level (spin up / spin down)	0.4 / -0.8	eV
2S+1	2
⟨S²⟩	0.75
charge	0
gap between HOMO and LUMO (spin up / spin down)	8.890 / 7.770	eV

```
77
C33H36CuF3N2OSb (the ωB97M-V functional and the def2-TZVPD basis)
Cu 12.72 12.15 10.95
F 13.47 7.03 18.87
C 13.03 7.71 17.79
C 12.49 9.01 17.92
C 12.07 9.70 16.83
C 12.14 9.15 15.57
C 12.78 7.90 15.44
C 13.19 7.18 16.48
Sb 11.53 10.32 13.83
C 13.03 11.76 14.49
C 14.27 11.30 15.00
C 15.37 12.17 15.10
C 15.21 13.46 14.61
F 16.29 14.34 14.66
C 14.04 13.93 14.12
C 12.93 13.12 14.07
C 9.77 11.31 14.63
C 9.94 12.47 15.43
C 8.82 13.26 15.79
C 7.60 12.81 15.40
F 6.50 13.51 15.77
C 7.37 11.68 14.62
C 8.50 10.97 14.23
H 12.31 9.38 18.90
H 11.57 10.67 17.03
H 13.17 7.58 14.46
H 13.63 6.21 16.33
H 14.46 10.27 15.29
H 16.35 11.90 15.57
H 13.96 14.97 13.83
H 11.97 13.44 13.63
H 10.95 12.68 15.82
H 8.94 14.15 16.40
H 6.44 11.27 14.25
H 8.32 10.12 13.53
C 8.83 9.47 7.92
C 10.21 9.01 8.36
C 10.29 7.50 8.08
C 10.42 9.31 9.78
C 11.27 9.76 7.59
N 12.02 10.50 7.15
H 8.06 8.72 8.28
H 8.75 9.46 6.84
H 8.54 10.48 8.32
H 9.78 6.91 8.86
H 11.30 7.17 8.15
H 9.93 7.22 7.07
H 9.78 8.75 10.37
H 10.29 10.43 9.97
H 11.44 9.18 10.16
C 10.04 13.12 10.91
O 11.23 12.95 11.56
H 9.52 12.17 10.79
H 10.13 13.50 9.93
H 9.41 13.82 11.48
C 13.62 13.27 8.31
N 13.55 13.62 9.74
C 12.98 14.94 10.07
C 15.03 13.57 10.16
C 15.40 12.15 10.23
C 16.60 11.63 9.81
C 16.83 10.26 9.85
C 15.91 9.41 10.39
C 14.71 9.90 10.80
C 14.41 11.29 10.68
H 12.55 13.24 7.92
H 14.03 12.32 8.06
H 14.10 14.04 7.72
H 11.91 14.98 9.83
H 13.45 15.73 9.48
H 13.13 15.03 11.12
H 15.06 13.95 11.16
H 15.59 14.24 9.44
H 17.36 12.18 9.21
H 17.77 9.85 9.45
H 16.17 8.37 10.45
H 13.93 9.22 11.11
```

Atomic partial charges in e from the Mulliken method, atoms 1 to 2: -1.48, -0.32

---

The most stable of them is *ii*.